Arrangement one

10 unconnected molecules or ions with the total composition C40H110N10O10. Source: OMol25; level of theory: the ωB97M-V functional and the def2-TZVPD basis.

The geometry in XYZ format:
```
170
Properties=species:S:1:pos:R:3:mulliken_charge:R:1
C -8.749 -3.234 3.893 -1.30
C -7.457 -3.844 4.645 0.32
C -6.193 -3.812 3.745 -0.68
O -5.843 -2.505 3.284 -0.35
C -4.455 -2.519 2.862 -0.36
N -7.175 -3.274 5.981 -0.73
H -8.524 -2.325 3.336 0.26
H -9.550 -3.003 4.595 0.38
H -9.094 -3.967 3.163 0.35
H -7.685 -4.906 4.732 0.31
H -6.434 -4.350 2.828 0.32
H -5.408 -4.323 4.301 0.40
H -4.372 -1.821 2.029 -0.18
H -4.104 -3.482 2.492 0.37
H -3.844 -2.141 3.682 0.30
H -6.278 -3.667 6.232 0.28
H -6.987 -2.300 5.789 0.31
C 0.601 3.119 -3.017 -0.71
C -0.610 3.541 -3.903 1.46
C -1.284 4.935 -3.572 -0.84
O -2.041 5.438 -4.690 -0.42
C -3.287 4.795 -5.067 -0.27
N -0.035 3.575 -5.290 -0.42
H 0.375 3.039 -1.954 0.24
H 1.483 3.747 -3.145 0.38
H 0.881 2.085 -3.219 -0.59
H -1.364 2.753 -3.898 -0.59
H -0.404 5.552 -3.392 0.42
H -1.844 4.861 -2.640 0.29
H -3.238 3.709 -4.990 -0.10
H -3.651 5.179 -6.021 0.31
H -4.100 5.093 -4.404 0.31
H 0.101 4.571 -5.390 0.34
H -0.825 3.265 -5.839 0.05
C 2.941 -0.836 -5.727 -1.66
C 2.807 0.625 -5.427 1.44
C 4.140 1.306 -5.518 -1.15
O 4.832 0.960 -6.649 -0.38
C 4.930 1.900 -7.791 -0.81
N 1.727 1.176 -6.217 -0.27
H 3.785 -1.300 -5.217 0.41
H 3.072 -1.197 -6.747 0.31
H 2.020 -1.345 -5.443 0.37
H 2.449 0.888 -4.431 -0.30
H 4.731 1.035 -4.643 0.43
H 4.013 2.386 -5.447 0.44
H 5.107 1.168 -8.579 0.29
H 5.850 2.465 -7.939 0.32
H 4.061 2.489 -8.084 0.31
H 1.424 2.092 -5.918 0.19
H 1.820 1.099 -7.220 0.21
C 5.961 -2.076 8.271 -1.67
C 5.194 -1.647 7.008 0.83
C 3.637 -1.919 6.982 -1.18
O 3.100 -1.514 5.766 -0.05
C 1.959 -2.176 5.412 -1.05
N 5.617 -0.291 6.796 -0.78
H 6.990 -2.265 7.964 0.44
H 5.634 -3.062 8.601 0.40
H 5.914 -1.404 9.128 0.33
H 5.725 -2.163 6.209 0.22
H 3.062 -1.418 7.761 0.35
H 3.420 -2.975 7.140 0.42
H 1.134 -1.914 6.075 0.30
H 2.032 -3.259 5.318 0.63
H 1.722 -1.816 4.411 0.01
H 6.618 -0.417 6.747 0.32
H 5.367 0.060 5.882 0.20
C 0.857 2.779 4.054 -1.55
C 1.403 1.647 5.011 0.34
C 0.258 1.006 5.841 -0.85
O 0.710 0.386 7.025 -0.22
C -0.269 0.360 8.085 -0.86
N 2.158 0.660 4.212 1.00
H 0.075 2.632 3.309 0.21
H 1.687 2.991 3.381 0.32
H 0.521 3.643 4.627 0.47
H 2.116 2.113 5.691 0.57
H -0.475 0.450 5.257 0.18
H -0.369 1.846 6.142 0.65
H -1.132 -0.263 7.850 0.35
H -0.570 1.368 8.369 0.31
H 0.206 -0.220 8.876 0.26
H 1.471 0.139 3.686 -1.04
H 2.504 -0.030 4.863 0.43
C -3.675 2.711 -0.939 -1.38
C -4.509 1.489 -1.084 0.42
C -4.286 0.560 -2.369 -0.46
O -4.480 1.330 -3.541 0.18
C -5.781 1.332 -4.045 -0.90
N -4.250 0.702 0.112 -0.45
H -2.629 2.406 -0.978 0.23
H -3.846 3.265 -0.016 0.48
H -3.843 3.353 -1.804 0.23
H -5.579 1.691 -1.139 0.42
H -5.007 -0.258 -2.357 0.59
H -3.294 0.108 -2.348 -0.36
H -6.165 0.356 -4.341 0.30
H -5.635 1.918 -4.953 0.22
H -6.532 1.705 -3.349 0.32
H -4.958 -0.011 0.210 0.22
H -4.410 1.329 0.888 0.22
C 5.021 -0.591 2.853 -0.72
C 5.333 0.863 2.727 0.09
C 4.428 1.485 1.616 0.04
O 4.461 2.928 1.483 -0.46
C 3.523 3.426 0.534 -0.50
N 5.028 1.455 4.068 -0.70
H 3.981 -0.870 2.679 -0.30
H 5.396 -0.882 3.834 0.14
H 5.625 -1.116 2.113 0.50
H 6.323 1.093 2.333 0.48
H 3.403 1.113 1.582 -0.35
H 4.981 1.136 0.744 0.50
H 3.361 4.486 0.733 0.41
H 2.512 3.093 0.769 -0.03
H 3.732 3.140 -0.496 0.32
H 5.182 2.437 3.889 0.41
H 4.020 1.478 4.130 -0.02
C -0.582 -0.674 1.983 -0.92
C -0.035 0.111 0.816 1.80
C -0.473 -0.644 -0.444 -1.37
O -0.140 0.184 -1.606 0.04
C -0.180 -0.431 -2.861 -0.40
N -0.860 1.326 0.918 -0.55
H -1.625 -0.991 1.940 0.25
H -0.337 -0.125 2.892 -0.39
H 0.034 -1.569 2.064 0.09
H 1.011 0.400 0.918 -0.48
H -1.494 -1.026 -0.437 0.32
H 0.227 -1.480 -0.486 0.53
H 0.617 -1.174 -2.856 0.14
H -0.152 0.325 -3.646 0.02
H -1.128 -0.969 -2.846 0.24
H -0.262 2.063 0.575 0.40
H -1.681 1.270 0.331 -0.17
C -3.445 0.681 -8.796 -1.67
C -2.869 1.118 -7.394 0.59
C -3.035 0.019 -6.338 -0.32
O -2.161 -1.165 -6.377 -0.40
C -2.550 -1.990 -5.250 -0.68
N -1.461 1.418 -7.641 -0.61
H -2.888 -0.092 -9.325 0.38
H -3.301 1.558 -9.426 0.46
H -4.511 0.480 -8.909 0.36
H -3.288 2.084 -7.109 0.02
H -4.103 -0.200 -6.338 0.48
H -2.783 0.590 -5.444 0.11
H -2.015 -2.935 -5.166 0.36
H -3.593 -2.294 -5.347 0.38
H -2.460 -1.631 -4.225 0.10
H -1.188 0.951 -8.494 0.35
H -1.035 0.785 -6.979 0.10
C 3.328 -2.268 -0.182 -0.82
C 3.595 -3.603 0.647 0.69
C 2.307 -4.354 1.087 -1.20
O 1.753 -3.772 2.229 0.00
C 0.676 -4.418 2.852 -1.02
N 4.318 -4.431 -0.278 -0.78
H 2.664 -2.540 -1.003 0.42
H 4.256 -1.815 -0.530 0.49
H 2.879 -1.541 0.494 -0.35
H 4.159 -3.365 1.550 0.17
H 2.384 -5.392 1.410 0.47
H 1.652 -4.730 0.301 0.51
H -0.214 -4.258 2.244 0.38
H 0.403 -3.909 3.776 0.22
H 0.869 -5.486 2.957 0.34
H 5.092 -3.966 -0.730 0.30
H 3.644 -4.730 -0.967 0.27
```

Properties
Spin multiplicity: 1
HOMO level in hartree: -0.3030

Arrangement two

10 unconnected molecules or ions with the total composition C40H110N10O10. Source: OMol25; level of theory: the ωB97M-V functional and the def2-TZVPD basis.

The geometry in XYZ format:
```
170
Properties=species:S:1:pos:R:3:mulliken_charge:R:1
C 2.745 0.347 -3.349 -1.80
C 1.814 0.659 -2.208 0.89
C 1.430 -0.523 -1.334 -0.48
O 0.425 -0.141 -0.453 -0.21
C -0.344 -1.188 0.108 0.59
N 2.423 1.659 -1.291 0.14
H 3.613 -0.201 -2.971 0.34
H 3.099 1.238 -3.867 0.40
H 2.226 -0.276 -4.082 0.46
H 0.856 1.045 -2.587 -0.08
H 2.352 -0.908 -0.863 -0.04
H 1.164 -1.376 -1.983 0.14
H -0.862 -1.826 -0.614 -0.31
H -1.148 -0.693 0.656 0.03
H 0.275 -1.765 0.800 -0.04
H 1.631 1.894 -0.699 -0.04
H 2.721 2.512 -1.759 0.10
C -6.256 3.381 -3.613 -1.30
C -4.775 3.647 -3.779 0.39
C -3.946 2.627 -2.993 0.33
O -2.604 3.006 -2.896 -0.45
C -1.973 2.358 -1.805 -0.23
N -4.331 3.506 -5.190 -0.66
H -6.381 3.111 -2.550 0.31
H -6.583 2.431 -4.037 0.29
H -6.883 4.252 -3.767 0.34
H -4.501 4.648 -3.450 0.38
H -4.046 1.604 -3.412 -0.06
H -4.423 2.359 -2.030 -0.36
H -2.399 2.691 -0.853 0.24
H -0.929 2.665 -1.733 0.18
H -2.032 1.281 -1.977 0.06
H -3.923 2.600 -5.361 0.28
H -3.680 4.219 -5.476 0.27
C 1.205 -7.576 1.701 -1.63
C 0.168 -6.543 1.270 2.31
C 0.521 -5.945 -0.082 -1.06
O -0.550 -5.093 -0.485 -0.09
C -0.292 -4.486 -1.711 -0.59
N -1.153 -7.170 1.197 -0.77
H 0.799 -7.975 2.640 0.44
H 2.116 -7.101 2.066 0.36
H 1.341 -8.398 1.005 0.38
H 0.126 -5.733 2.008 -1.05
H 0.645 -6.717 -0.849 0.44
H 1.429 -5.335 0.005 0.36
H 0.526 -3.751 -1.659 0.23
H -1.189 -3.982 -2.076 0.01
H 0.014 -5.181 -2.506 0.38
H -1.813 -6.402 1.222 0.06
H -1.340 -7.753 2.002 0.34
C 0.399 -4.347 4.166 -0.65
C 1.900 -4.400 4.031 0.86
C 2.434 -3.228 3.217 -0.09
O 3.821 -3.274 3.089 -0.44
C 4.342 -2.112 2.494 -0.71
N 2.521 -4.431 5.388 -0.83
H -0.047 -3.545 4.770 0.41
H -0.066 -5.277 4.493 0.49
H -0.147 -4.064 3.257 -0.63
H 2.139 -5.391 3.638 -0.19
H 2.069 -2.330 3.734 0.07
H 1.894 -3.296 2.259 0.11
H 5.422 -2.143 2.648 0.33
H 3.967 -1.194 2.957 0.27
H 4.199 -2.006 1.411 0.27
H 3.445 -4.028 5.216 0.29
H 2.116 -3.717 5.993 0.33
C 2.048 5.417 0.191 -1.37
C 3.180 5.738 -0.795 0.13
C 4.300 6.477 -0.078 -0.20
O 5.024 7.230 -1.034 -0.33
C 6.008 8.081 -0.511 -0.87
N 3.633 4.453 -1.333 -0.08
H 1.340 4.677 -0.176 0.18
H 1.460 6.337 0.295 0.49
H 2.402 5.143 1.186 0.20
H 2.782 6.351 -1.602 0.50
H 4.979 5.741 0.382 -0.10
H 4.010 7.075 0.797 0.55
H 5.590 9.011 -0.116 0.33
H 6.675 8.322 -1.341 0.29
H 6.664 7.615 0.234 0.33
H 4.413 4.637 -1.960 -0.11
H 4.080 3.895 -0.599 -0.20
C 5.904 2.269 2.887 -1.59
C 4.819 1.716 1.994 1.21
C 3.403 2.191 2.327 0.23
O 2.897 1.489 3.431 -0.46
C 1.618 0.928 3.229 -0.71
N 5.098 1.956 0.572 -0.13
H 5.803 2.004 3.938 0.38
H 5.850 3.363 2.866 0.26
H 6.884 1.969 2.514 0.38
H 4.748 0.621 2.033 -0.47
H 2.805 1.985 1.428 -0.27
H 3.369 3.287 2.404 0.12
H 1.574 0.263 2.359 0.26
H 0.888 1.741 3.131 0.44
H 1.390 0.352 4.126 0.34
H 4.417 1.479 -0.010 -0.19
H 6.029 1.773 0.236 0.25
C 6.333 1.891 -4.122 -1.52
C 5.922 3.118 -3.344 1.53
C 6.998 3.804 -2.523 -0.53
O 7.073 3.039 -1.308 -0.33
C 7.737 3.739 -0.268 -0.62
N 5.509 4.114 -4.390 -0.68
H 5.517 1.317 -4.551 0.30
H 6.892 1.203 -3.476 0.33
H 7.060 2.147 -4.898 0.41
H 5.013 2.986 -2.764 -0.50
H 6.644 4.779 -2.166 0.20
H 7.961 3.810 -3.044 0.33
H 7.069 4.452 0.221 0.10
H 8.677 4.189 -0.597 0.42
H 8.005 2.958 0.448 0.19
H 6.180 4.160 -5.146 0.27
H 5.419 5.041 -3.991 0.23
C -4.421 -4.653 0.925 -1.58
C -3.154 -4.178 1.637 1.52
C -3.394 -2.780 2.192 -0.46
O -2.254 -2.408 2.954 -0.09
C -2.134 -1.122 3.530 -0.15
N -2.734 -5.106 2.704 -0.49
H -4.478 -4.198 -0.066 0.10
H -5.344 -4.450 1.475 0.35
H -4.366 -5.723 0.718 0.42
H -2.442 -4.183 0.807 -0.40
H -4.260 -2.742 2.871 0.38
H -3.622 -2.072 1.382 -0.02
H -1.064 -0.972 3.650 -0.09
H -2.622 -1.093 4.514 0.27
H -2.676 -0.394 2.919 -0.04
H -3.453 -4.904 3.393 0.39
H -1.817 -4.777 2.971 -0.11
C -6.793 -1.498 -3.583 -1.28
C -5.982 -2.623 -4.263 0.49
C -5.235 -3.488 -3.245 -0.94
O -4.540 -2.719 -2.263 -0.03
C -3.572 -1.855 -2.829 -0.08
N -6.891 -3.400 -5.113 -0.68
H -7.235 -0.797 -4.285 0.37
H -6.241 -1.004 -2.779 0.16
H -7.601 -1.994 -3.031 0.38
H -5.236 -2.169 -4.920 0.31
H -4.494 -4.063 -3.810 0.42
H -5.916 -4.108 -2.665 0.28
H -3.950 -0.845 -3.032 -0.04
H -3.182 -2.221 -3.784 0.48
H -2.783 -1.761 -2.082 -0.39
H -7.809 -3.444 -4.688 0.31
H -7.028 -2.933 -6.000 0.28
C -6.038 0.243 4.800 -1.11
C -6.548 1.325 3.867 0.17
C -5.538 1.688 2.781 -0.67
O -5.353 0.597 1.910 -0.22
C -4.407 0.889 0.921 -0.78
N -7.846 0.976 3.299 -0.72
H -5.031 0.505 5.147 0.34
H -5.747 -0.601 4.159 0.05
H -6.718 -0.004 5.604 0.38
H -6.792 2.219 4.449 0.40
H -4.602 2.121 3.166 0.38
H -5.953 2.521 2.186 0.38
H -3.374 0.988 1.279 0.14
H -4.656 1.811 0.380 0.42
H -4.365 0.076 0.194 0.21
H -7.793 0.292 2.553 0.26
H -8.329 1.780 2.920 0.26
```

Properties
Spin multiplicity: 1
HOMO level in hartree: -0.3159

We find arrangement two to be the most stable, with the next structure 101.7 kcal/mol higher.

Arrangement one

C6H6BrN3 in the gas phase. Source: OMol25; level of theory: the ωB97M-V functional and the def2-TZVPD basis.

The geometry in XYZ format:
```
16
Properties=species:S:1:pos:R:3:mulliken_charge:R:1
C -0.460 -2.947 0.799 0.13
C -0.960 1.161 0.905 -0.51
C -1.184 -0.119 0.630 -0.11
C 0.127 1.832 0.170 -0.14
C -0.776 -0.963 -0.517 0.31
C -0.527 -2.276 -0.467 -0.36
N -0.522 -3.399 1.854 -0.41
N 1.077 1.144 -0.341 0.10
N 2.180 1.496 -1.000 -0.77
Br -0.934 -0.051 -2.224 -0.13
H -1.464 1.648 1.773 0.34
H -1.843 -0.736 1.292 0.29
H 0.216 2.945 0.076 0.39
H -0.473 -3.007 -1.280 0.37
H 2.585 2.438 -0.946 0.24
H 2.957 0.833 -0.721 0.26
```

Properties
Spin multiplicity: 1
HOMO level in hartree: -0.3266

Arrangement two

C6H6BrN3 in the gas phase. Source: OMol25; level of theory: the ωB97M-V functional and the def2-TZVPD basis.

The geometry in XYZ format:
```
16
Properties=species:S:1:pos:R:3:mulliken_charge:R:1
C -0.711 1.641 2.423 -0.53
C -1.505 0.956 1.565 -0.17
C 0.592 0.610 1.145 0.29
C 1.446 -0.254 -0.086 -0.24
C 0.499 -0.666 -0.912 0.57
C 0.575 -1.276 -2.300 -1.00
N 0.617 1.412 2.164 -0.68
N -0.654 0.281 0.751 0.32
N -0.785 -0.385 -0.492 -0.38
Br 3.230 -0.178 -0.365 -0.12
H -0.845 2.209 3.237 0.56
H -2.538 0.647 1.674 0.31
H 0.693 -2.431 -2.405 0.22
H 1.453 -0.768 -2.884 0.30
H -0.384 -1.015 -2.810 0.30
H -1.682 -0.782 -0.705 0.22
```

Properties
Spin multiplicity: 1
HOMO level in hartree: -0.3046

We find arrangement two to be the most stable, with the next structure 5.8 kcal/mol higher.

Arrangement one

4 unconnected molecules or ions with the total composition C7H23N7O4. Source: OMol25; level of theory: the ωB97M-V functional and the def2-TZVPD basis.

The geometry in XYZ format:
```
41
Properties=species:S:1:pos:R:3:mulliken_charge:R:1
C -14.945 -7.781 15.319 0.61
O -14.807 -8.556 16.227 -0.70
N -15.709 -8.021 14.368 -0.38
N -14.640 -6.521 15.348 -0.35
H -15.949 -7.357 13.646 0.27
H -16.286 -8.789 14.681 0.20
H -14.752 -5.962 14.515 0.20
H -14.068 -6.218 16.123 0.19
C -16.686 -3.948 12.678 0.54
O -16.077 -5.031 12.836 -0.75
N -16.336 -3.124 11.735 -0.33
N -17.664 -3.350 13.357 -0.25
H -16.647 -2.169 11.626 0.10
H -15.600 -3.376 11.091 0.19
H -18.197 -3.860 14.046 0.18
H -17.992 -2.475 12.973 0.30
C -21.208 -3.624 13.231 0.71
O -20.861 -2.610 12.723 -0.69
N -21.322 -4.733 12.541 -0.48
N -21.596 -3.755 14.448 -0.41
H -21.068 -4.536 11.583 0.23
H -22.007 -5.414 12.837 0.19
H -21.919 -4.707 14.544 0.16
H -21.437 -3.023 15.125 0.22
C -19.341 1.218 10.831 -1.45
C -18.231 0.190 11.283 0.25
C -17.073 1.033 11.867 -0.76
O -15.996 0.195 12.235 -0.30
C -14.700 0.656 11.835 -0.83
N -18.898 -0.655 12.305 -0.53
H -19.718 1.679 11.744 0.39
H -20.252 0.707 10.518 0.37
H -18.974 2.072 10.262 0.37
H -17.915 -0.508 10.509 0.34
H -17.326 1.626 12.746 0.23
H -16.774 1.625 11.002 0.50
H -13.864 0.177 12.345 0.25
H -14.448 1.708 11.965 0.34
H -14.679 0.460 10.763 0.35
H -19.533 -0.125 12.885 0.18
H -19.484 -1.397 11.950 0.35
```

Properties
Spin multiplicity: 1
HOMO level in hartree: -0.3300

Arrangement two

4 unconnected molecules or ions with the total composition C7H23N7O4. Source: OMol25; level of theory: the ωB97M-V functional and the def2-TZVPD basis.

The geometry in XYZ format:
```
41
Properties=species:S:1:pos:R:3:mulliken_charge:R:1
C -0.949 -2.362 0.929 -1.46
C -0.917 -2.806 -0.518 0.71
C -2.230 -2.686 -1.293 -0.74
O -3.379 -3.120 -0.586 -0.39
C -3.510 -4.509 -0.359 -0.66
N 0.093 -1.995 -1.249 -0.69
H 0.000 -2.337 1.479 0.41
H -1.695 -2.916 1.494 0.30
H -1.159 -1.286 1.013 0.33
H -0.534 -3.834 -0.507 0.22
H -2.133 -3.438 -2.094 0.37
H -2.502 -1.705 -1.671 0.29
H -4.488 -4.665 0.084 0.24
H -2.730 -4.891 0.305 0.28
H -3.430 -5.009 -1.331 0.30
H 0.283 -2.407 -2.159 0.23
H 0.953 -2.139 -0.721 0.20
C 5.392 -0.609 1.800 0.63
O 5.623 -0.596 3.009 -0.63
N 6.137 -1.271 0.869 -0.37
N 4.296 0.038 1.311 -0.33
H 6.994 -1.685 1.187 0.22
H 5.964 -1.258 -0.115 0.17
H 3.530 0.288 1.902 0.16
H 4.173 0.078 0.314 0.16
C -2.004 6.319 -0.059 0.49
O -2.401 7.478 -0.135 -0.67
N -2.766 5.222 0.235 -0.32
N -0.696 5.984 -0.357 -0.31
H -2.307 4.329 0.261 0.25
H -3.759 5.319 0.308 0.18
H -0.046 6.728 -0.520 0.16
H -0.372 5.037 -0.434 0.33
C -0.003 1.875 -0.292 0.55
O -0.462 3.015 -0.214 -0.77
N 0.015 1.119 -1.435 -0.36
N 0.415 1.200 0.813 -0.29
H -0.372 1.440 -2.305 0.24
H 0.048 0.103 -1.389 0.23
H 0.121 1.667 1.655 0.20
H 0.807 0.282 0.775 0.15
```

Properties
Spin multiplicity: 1
HOMO level in hartree: -0.3327

We find arrangement two to be the most stable, with the next structure 49.8 kcal/mol higher.